No. 1
A structure of composition C12H38B2N2O4Sn. Source: the Open Molecules 2025 dataset; level of theory: ωB97M-V with the def2-TZVPD basis set.

Each line ends with the Mulliken spin population.
CARTESIAN COORDINATES (ANGSTROEM)
Sn  1.12  0.18  -0.86  0.8574
B  3.77  -2.06  -0.08  0.0132
H  3.41  -2.54  -0.97  0.0025
H  4.84  -2.12  0.02  -0.0003
H  3.41  -1.04  -0.03  0.0250
H  3.27  -2.58  0.73  -0.0019
B  2.85  2.57  -0.70  0.0282
H  1.86  2.70  -0.30  0.0169
H  3.37  3.49  -0.49  0.0012
H  3.30  1.63  -0.42  0.0162
H  2.71  2.47  -1.77  0.0169
C  -1.76  -2.73  -2.75  0.0305
O  -1.27  -2.39  -1.45  -0.0526
C  -0.66  -3.51  -0.86  0.0271
C  -0.60  -3.26  0.69  -0.0197
N  0.46  -2.38  1.16  0.0466
C  0.10  -2.00  2.50  0.0143
C  1.30  -1.18  2.95  -0.0069
O  1.70  -0.15  2.05  0.0194
C  2.80  0.67  2.49  0.0121
H  -2.43  -3.57  -2.93  0.0033
H  -0.82  -2.81  -3.28  -0.0035
H  -2.23  -1.95  -3.35  -0.0018
H  0.31  -3.66  -1.33  0.0012
H  -1.23  -4.41  -1.12  0.0003
H  -0.56  -4.23  1.19  -0.0004
H  -1.55  -2.76  0.88  -0.0039
H  1.40  -2.75  1.19  0.0031
H  -0.07  -2.85  3.16  -0.0020
H  -0.81  -1.42  2.68  -0.0113
H  2.12  -1.88  3.07  -0.0016
H  1.18  -0.71  3.92  0.0022
H  2.65  1.64  2.02  -0.0099
H  3.74  0.23  2.16  -0.0005
H  2.88  0.88  3.56  0.0034
C  -0.38  3.11  1.66  0.0050
O  -0.70  1.84  1.11  -0.0500
C  -2.00  1.55  1.34  -0.0115
C  -2.52  0.22  0.61  0.0555
N  -2.23  0.06  -0.86  0.0164
C  -2.75  0.99  -1.87  -0.0027
C  -1.70  1.44  -2.92  -0.0116
O  -0.63  2.10  -2.32  -0.0253
C  -0.85  3.52  -2.35  0.0019
H  -0.98  3.94  1.27  0.0026
H  0.66  3.41  1.53  -0.0036
H  -0.65  3.06  2.72  0.0029
H  -2.73  2.31  1.06  -0.0023
H  -2.06  1.58  2.43  -0.0009
H  -3.59  0.08  0.79  0.0005
H  -2.17  -0.69  1.10  -0.0342
H  -2.74  -0.79  -1.04  0.0005
H  -3.01  1.93  -1.38  0.0020
H  -3.74  0.68  -2.22  -0.0026
H  -2.13  1.97  -3.77  -0.0008
H  -1.27  0.55  -3.37  0.0345
H  0.04  3.93  -1.86  0.0004
H  -1.75  4.00  -1.99  0.0005
H  -0.63  3.72  -3.40  -0.0015

HOMO level (alpha / beta) in Ha: -0.0673 / -0.1933
Expectation value of S²: 0.75
Total charge: -1
Spin multiplicity: 2
Largest force on an atom in eV Å⁻¹: 4.70
HOMO-LUMO gap (alpha / beta) in eV: 4.347 / 7.763



No. 2
A cluster of 7 separate species, C12H38O9 in total. Source: the Open Molecules 2025 dataset; level of theory: ωB97M-V with the def2-TZVPD basis set.

Each line ends with the Löwdin charge.
CARTESIAN COORDINATES (ANGSTROEM)
O  9.03  12.61  9.58  -0.0858
C  10.26  13.05  8.96  -0.2498
C  10.35  14.54  9.00  -0.2564
O  11.51  15.11  8.44  -0.0474
H  8.31  12.94  9.06  0.0537
H  11.03  12.55  9.55  0.1139
H  10.34  12.65  7.96  0.1038
H  10.28  14.92  10.01  0.1252
H  9.41  14.87  8.50  0.1213
H  11.96  14.55  7.78  0.0942
O  8.06  13.10  7.06  -0.0899
C  7.20  12.08  6.52  -0.1801
C  8.06  10.86  6.08  -0.2545
O  8.68  10.17  7.11  -0.0634
H  8.34  13.73  6.41  0.0903
H  6.45  11.81  7.28  0.1212
H  6.68  12.45  5.66  0.1112
H  8.76  11.24  5.36  0.1076
H  7.35  10.17  5.60  0.1257
H  9.08  10.81  7.75  0.0830
C  10.95  7.71  15.43  -0.0945
C  11.03  8.56  14.15  -0.3323
O  9.72  8.58  13.64  -0.0879
H  10.35  8.21  16.21  0.0747
H  11.97  7.54  15.78  0.0672
H  10.44  6.73  15.27  0.0829
H  11.72  8.03  13.48  0.1001
H  11.37  9.56  14.39  0.1055
H  9.71  8.97  12.77  0.0245
C  13.52  10.51  10.13  -0.0608
C  13.79  9.48  11.30  -0.3440
O  13.83  8.19  10.86  -0.0703
H  12.42  10.51  9.86  0.0558
H  14.05  10.11  9.25  0.0773
H  13.74  11.55  10.31  0.0535
H  13.12  9.56  12.14  0.0865
H  14.76  9.73  11.76  0.1121
H  13.02  8.07  10.32  0.0583
C  6.38  10.59  10.57  -0.0862
C  6.49  9.30  11.33  -0.3341
O  7.09  8.28  10.57  -0.0962
H  6.37  10.35  9.48  0.0771
H  7.22  11.25  10.74  0.0445
H  5.48  11.22  10.75  0.0801
H  5.48  8.88  11.57  0.1159
H  6.87  9.35  12.35  0.1064
H  8.03  8.49  10.48  0.0381
C  9.71  6.02  10.99  -0.0539
C  10.61  6.18  9.80  -0.2746
O  11.05  7.54  9.63  -0.1014
H  10.15  6.42  11.89  0.0681
H  9.63  4.94  11.11  0.0834
H  8.72  6.47  10.86  0.0705
H  10.10  5.84  8.91  0.1183
H  11.50  5.59  9.83  0.1089
H  10.92  7.81  8.73  0.0911
O  9.70  9.69  10.87  -0.0368
H  10.27  9.11  10.33  0.0229
H  9.72  10.57  10.47  0.0255

HOMO level in Ha: -0.3584
Total charge: 0
Energy relative to the best compared isomer or geometry (same formula, charge and spin) in kcal per mole: 0.0
Largest force on an atom in eV Å⁻¹: 2.62
HOMO-LUMO gap in eV: 9.908



No. 3
A cluster of 6 separate species, C12H39N2O9 in total. Source: the Open Molecules 2025 dataset; level of theory: ωB97M-V with the def2-TZVPD basis set.

Each line ends with the Löwdin charge.
CARTESIAN COORDINATES (ANGSTROEM)
N  0.32  0.25  -0.60  0.2778
H  1.14  0.58  -0.08  0.0925
H  0.12  -0.76  -0.45  0.0747
H  0.54  0.55  -1.56  0.0796
H  -0.56  0.76  -0.36  0.0738
C  3.61  -1.77  1.72  -0.2346
C  3.56  -3.13  2.40  -0.2205
O  2.93  -3.06  3.68  -0.0621
O  2.41  -1.30  1.13  -0.0760
H  4.46  -1.67  1.04  0.1307
H  3.81  -1.11  2.59  0.1190
H  4.54  -3.57  2.58  0.1239
H  3.01  -3.78  1.71  0.1089
H  2.93  -2.14  3.97  0.0711
H  1.73  -1.20  1.80  0.0899
C  0.99  1.99  -4.02  -0.2120
C  2.28  2.11  -3.21  -0.2384
O  2.54  0.97  -2.43  -0.0583
O  -0.10  1.89  -3.08  -0.0908
H  0.94  1.13  -4.69  0.1225
H  0.82  2.84  -4.68  0.1274
H  2.13  3.01  -2.61  0.1127
H  3.10  2.35  -3.88  0.1262
H  2.55  0.17  -2.97  0.1057
H  -0.83  2.39  -3.44  0.0927
C  -0.24  -3.16  -1.03  -0.1749
C  1.02  -4.00  -0.95  -0.2367
O  2.12  -3.26  -1.48  -0.0571
O  -0.28  -2.32  0.14  -0.1209
H  -1.16  -3.73  -1.08  0.1287
H  -0.12  -2.53  -1.92  0.1218
H  0.96  -4.94  -1.51  0.1259
H  1.21  -4.36  0.06  0.1167
H  2.57  -2.84  -0.74  0.0588
H  -0.86  -2.67  0.82  0.1020
C  1.69  3.62  0.58  -0.1989
C  1.33  4.83  1.42  -0.2521
O  0.04  5.34  1.16  -0.0345
O  1.13  2.41  1.15  -0.1099
H  2.76  3.45  0.44  0.1226
H  1.28  3.63  -0.44  0.1098
H  2.14  5.57  1.40  0.1239
H  1.43  4.53  2.48  0.1218
H  -0.48  5.11  1.93  0.0884
H  1.50  2.24  2.02  0.0876
C  -2.41  0.82  1.82  -0.0503
C  -2.87  -0.06  0.65  -0.4035
C  -4.38  -0.25  0.73  -0.2293
O  -4.78  -1.36  -0.04  -0.1886
C  -6.08  -1.86  0.24  -0.0891
N  -2.49  0.65  -0.60  0.0382
H  -1.39  1.15  1.66  0.0531
H  -2.55  0.30  2.77  0.0843
H  -2.98  1.75  1.91  0.0877
H  -2.45  -1.06  0.72  0.1183
H  -4.85  0.70  0.43  0.1341
H  -4.66  -0.47  1.77  0.1283
H  -6.16  -2.72  -0.43  0.0905
H  -6.96  -1.24  0.06  0.0916
H  -6.07  -2.18  1.28  0.0892
H  -3.10  1.46  -0.64  0.0911
H  -2.84  0.01  -1.32  0.0954

HOMO level in Ha: -0.4583
Total charge: +1
Energy relative to the best compared isomer or geometry (same formula, charge and spin) in kcal per mole: 11.9
Largest force on an atom in eV Å⁻¹: 2.29
HOMO-LUMO gap in eV: 10.195



No. 4
A cluster of 9 separate species, C12H40ClO12S4 in total. Source: the Open Molecules 2025 dataset; level of theory: ωB97M-V with the def2-TZVPD basis set.

Each line ends with the Löwdin charge.
CARTESIAN COORDINATES (ANGSTROEM)
Cl  0.08  0.30  -0.28  0.6580
O  0.34  1.70  -0.54  -0.3499
O  1.15  -0.19  0.57  -0.3554
O  -1.17  0.14  0.42  -0.3499
O  0.03  -0.43  -1.52  -0.3641
C  3.96  -0.94  -1.64  -0.1523
O  4.10  -0.11  -0.49  -0.1327
H  3.51  -1.92  -1.43  0.0652
H  3.27  -0.49  -2.36  0.0593
H  4.95  -1.06  -2.09  0.0758
H  3.25  -0.13  -0.03  0.0318
C  -2.49  1.56  -3.35  -0.1652
O  -2.79  0.40  -2.60  -0.1317
H  -2.28  1.30  -4.39  0.0749
H  -3.36  2.23  -3.32  0.0727
H  -1.64  2.10  -2.93  0.0665
H  -2.08  0.25  -1.98  0.0199
C  1.50  2.51  -3.81  -0.1460
O  2.45  2.02  -2.86  -0.1326
H  1.90  2.32  -4.80  0.0747
H  0.55  1.97  -3.72  0.0568
H  1.30  3.58  -3.65  0.0752
H  1.97  1.91  -2.03  0.0260
C  -4.33  1.09  1.43  -0.1562
O  -5.21  1.51  2.48  -0.1260
H  -3.82  0.17  1.70  0.0570
H  -4.86  1.00  0.48  0.0813
H  -3.54  1.83  1.29  0.0768
H  -6.08  1.68  2.12  0.0634
C  4.05  3.78  3.30  -0.2722
S  4.77  3.27  1.73  0.8003
O  5.35  1.94  2.00  -0.5467
C  3.22  3.01  0.88  -0.2697
H  3.41  4.65  3.13  0.0510
H  4.86  4.02  3.98  0.0447
H  3.42  2.97  3.66  0.0395
H  3.46  2.57  -0.08  0.0416
H  2.74  3.98  0.72  0.0595
H  2.57  2.32  1.41  0.0422
C  0.79  -3.45  -2.14  -0.2633
S  1.12  -2.83  -3.78  0.7914
O  1.46  -4.04  -4.57  -0.5642
C  -0.56  -2.41  -4.19  -0.2651
H  1.73  -3.80  -1.73  0.0461
H  0.12  -4.30  -2.27  0.0569
H  0.34  -2.68  -1.51  0.0225
H  -0.92  -1.50  -3.72  0.0335
H  -1.22  -3.23  -3.91  0.0581
H  -0.58  -2.35  -5.28  0.0490
C  -0.03  1.09  3.73  -0.2659
S  1.04  0.69  5.10  0.7870
O  0.26  -0.06  6.11  -0.5663
C  2.00  -0.54  4.21  -0.2632
H  0.65  1.18  2.87  0.0261
H  -0.49  2.06  3.90  0.0481
H  -0.76  0.30  3.55  0.0630
H  1.35  -1.14  3.57  0.0580
H  2.46  -1.16  4.97  0.0486
H  2.74  -0.07  3.56  0.0525
C  -5.26  -3.18  1.46  -0.2779
S  -4.01  -3.94  0.42  0.7996
O  -3.40  -5.03  1.22  -0.5556
C  -2.90  -2.55  0.48  -0.2865
H  -4.80  -2.92  2.42  0.0590
H  -6.06  -3.90  1.64  0.0445
H  -5.64  -2.28  0.99  0.0477
H  -2.02  -2.74  -0.14  0.0436
H  -2.53  -2.41  1.50  0.0674
H  -3.36  -1.63  0.12  0.0416

HOMO level in Ha: -0.2419
Total charge: -1
Largest force on an atom in eV Å⁻¹: 1.04
HOMO-LUMO gap in eV: 8.823